ORCA calculation (ωB97M-V with the def2-TZVPD basis set) on C5H5NO2 as an isolated structure.

## Properties
- HOMO energy: -8.9772 eV
- ΔE to the lowest compared entry with this formula, charge and spin: 657.71 kJ/mol
- Kohn-Sham gap: 9.380 eV
- Lowest unoccupied orbital energy: 0.4 eV
- Calculated total energy: -10844.498 eV
- Largest force on an atom: 10.3 eV/Å

Positions of all 13 atoms, in Å:
C1 1.679 1.108 2.073
C2 1.071 0.181 1.260
C3 -0.116 0.199 -0.857
C4 -1.156 -0.467 -0.474
C5 -1.594 -1.233 -1.688
H1 2.037 2.374 1.555
H2 1.535 1.019 3.216
H3 0.502 -0.747 1.497
H4 -1.567 -0.237 0.551
H5 -2.376 -2.094 -2.037
N1 -0.801 -0.839 -2.777
O1 0.707 0.721 -0.153
O2 0.078 0.012 -2.166


ORCA calculation (ωB97M-V with the def2-TZVPD basis set) on a 3-piece molecular cluster, C21H40BF8O5S overall.

## Properties
- HOMO energy: -4.3857 eV
- Kohn-Sham gap: 6.330 eV
- Lowest unoccupied orbital energy: 1.9 eV
- Total charge: -1
- Calculated total energy: -65905.010 eV
- Largest force on an atom: 5.3 eV/Å

Positions of all 76 atoms, in Å:
C1 1.664 -0.738 1.353
C2 2.719 0.113 2.035
C3 2.437 1.735 2.022
B1 3.727 2.657 1.588
S1 5.233 2.051 2.582
C4 3.390 4.233 1.994
C5 2.132 4.884 1.170
C6 2.546 6.481 0.892
C7 4.085 2.651 -0.016
C8 3.072 1.767 -0.954
O1 3.249 2.286 -2.351
C9 2.349 1.489 -3.199
C10 0.994 2.272 -3.700
F1 1.351 2.894 -5.030
F2 0.584 3.409 -2.830
C11 -0.269 1.244 -4.044
F3 -1.383 2.039 -4.682
F4 0.235 0.312 -5.081
C12 -0.917 0.526 -2.720
F5 -2.385 0.881 -2.682
F6 -0.365 1.009 -1.420
C13 -0.780 -1.118 -2.695
F7 -1.395 -1.805 -3.854
F8 0.605 -1.612 -2.499
H1 0.931 -0.246 0.574
H2 1.543 -1.884 1.660
H3 3.650 -0.369 2.576
H4 1.449 1.994 1.416
H5 2.188 2.027 3.152
H6 4.694 1.482 3.779
H7 3.137 4.240 3.158
H8 4.388 4.840 1.767
H9 1.092 4.829 1.750
H10 1.935 4.423 0.112
H11 2.853 6.659 -0.245
H12 3.457 6.814 1.568
H13 1.607 7.160 1.147
H14 4.148 3.732 -0.486
H15 5.170 2.180 -0.116
H16 3.443 0.648 -0.989
H17 1.933 1.892 -0.717
H18 1.998 0.534 -2.619
H19 2.955 1.158 -4.168
H20 -1.395 -1.473 -1.735
C14 0.846 -4.790 6.935
O2 0.265 -5.407 5.791
C15 -0.507 -4.486 5.013
C16 0.246 -4.061 3.750
O3 1.376 -3.244 4.072
C17 2.602 -3.960 3.974
H21 1.544 -5.498 7.389
H22 1.394 -3.883 6.667
H23 0.066 -4.552 7.664
H24 -0.797 -3.613 5.611
H25 -1.422 -5.011 4.718
H26 -0.420 -3.450 3.133
H27 0.547 -4.935 3.159
H28 2.826 -4.175 2.925
H29 2.570 -4.890 4.546
H30 3.400 -3.330 4.379
C18 -4.223 -1.829 -3.543
O4 -5.273 -2.010 -2.599
C19 -5.927 -0.779 -2.275
C20 -7.284 -0.672 -2.975
O5 -7.127 -0.517 -4.389
C21 -7.404 -1.721 -5.096
H31 -3.878 -2.815 -3.865
H32 -4.564 -1.275 -4.422
H33 -3.388 -1.302 -3.073
H34 -5.291 0.081 -2.518
H35 -6.089 -0.781 -1.192
H36 -7.796 0.225 -2.613
H37 -7.916 -1.538 -2.741
H38 -8.475 -1.939 -5.054
H39 -6.837 -2.563 -4.692
H40 -7.117 -1.578 -6.141


ORCA calculation (ωB97M-V with the def2-TZVPD basis set) on C37H41Cl5GeN3O3PV as an isolated structure.

## Properties
- HOMO energy (spin up / spin down): -7.4377 / -7.8248 eV
- ΔE to the lowest compared entry with this formula, charge and spin: 26.06 kJ/mol
- Kohn-Sham gap (spin up / spin down): 7.408 / 7.709 eV
- Multiplicity: 4
- Lowest unoccupied orbital energy (spin up / spin down): 0.0 / -0.1 eV
- ⟨S²⟩: 3.76
- Calculated total energy: -203752.132 eV
- Largest force on an atom: 4.2 eV/Å

Positions of all 92 atoms, in Å:
V1 0.846 0.771 -0.562
C1 -0.719 5.398 3.359
C2 -1.327 4.209 3.849
C3 -0.885 3.013 3.304
C4 0.150 2.984 2.348
C5 0.715 4.125 1.872
C6 0.222 5.368 2.339
P1 0.914 1.369 1.831
C7 2.634 1.390 2.443
C8 3.007 2.203 3.504
C9 4.282 2.076 4.009
C10 5.178 1.152 3.545
C11 4.730 0.284 2.606
C12 3.474 0.369 2.055
C13 0.170 0.174 3.013
C14 0.419 0.374 4.397
C15 -0.258 -0.372 5.331
C16 -1.103 -1.337 4.874
C17 -1.414 -1.537 3.561
C18 -0.846 -0.711 2.555
H1 -1.147 6.353 3.537
H2 -2.143 4.234 4.558
H3 -1.312 2.122 3.665
H4 1.516 4.127 1.153
H5 0.716 6.259 1.957
H6 2.337 2.951 4.015
H7 4.532 2.654 4.917
H8 6.208 1.073 3.890
H9 5.352 -0.537 2.293
H10 3.141 -0.237 1.255
H11 1.168 1.041 4.700
H12 -0.174 -0.249 6.418
H13 -1.577 -2.016 5.587
H14 -2.063 -2.297 3.214
Cl1 3.564 -3.326 0.088
C19 2.989 -2.731 -1.396
C20 3.256 -3.532 -2.588
C21 2.601 -3.213 -3.741
Cl2 2.938 -4.046 -5.259
C22 1.845 -2.017 -3.864
C23 1.241 -1.571 -5.069
C24 0.613 -0.387 -5.029
C25 0.524 0.372 -3.908
N1 1.062 0.005 -2.787
C26 1.841 -1.149 -2.772
C27 2.354 -1.565 -1.487
O1 1.968 -0.923 -0.454
H15 3.783 -4.454 -2.517
H16 1.398 -2.233 -5.863
H17 0.163 0.055 -5.930
H18 -0.119 1.253 -3.888
N2 -2.984 2.633 -2.270
N3 -3.011 2.340 -0.830
H19 -2.656 1.780 -2.652
H20 -2.175 3.225 -2.368
H21 -3.835 2.806 -0.436
H22 -2.217 2.674 -0.305
C28 -3.742 -1.069 -2.566
C29 -4.706 -1.536 -1.433
C30 -4.089 -2.127 -0.167
C31 -3.309 -1.134 0.724
Ge1 -1.324 -1.189 0.666
C32 -0.479 -2.893 0.560
C33 -0.917 -3.914 -0.515
C34 -0.731 -3.281 -1.909
C35 -0.734 -4.255 -3.078
H23 -4.224 -0.458 -3.315
H24 -3.327 -1.950 -3.086
H25 -2.884 -0.515 -2.121
H26 -5.286 -2.292 -1.883
H27 -5.424 -0.634 -1.158
H28 -3.540 -3.016 -0.515
H29 -4.946 -2.503 0.438
H30 -3.493 -1.390 1.731
H31 -3.648 -0.106 0.638
H32 -0.761 -0.335 -0.438
H33 -0.551 -3.319 1.581
H34 0.538 -2.559 0.390
H35 -1.876 -4.272 -0.198
H36 -0.176 -4.752 -0.485
H37 0.263 -2.804 -1.792
H38 -1.439 -2.450 -2.074
H39 -0.332 -5.280 -2.834
H40 -0.090 -3.955 -3.936
H41 -1.775 -4.286 -3.357
Cl3 1.443 3.504 -4.298
C36 1.755 4.081 -2.629
Cl4 0.698 5.538 -2.332
Cl5 3.413 4.586 -2.434
C37 1.361 2.912 -1.637
O2 2.306 2.317 -1.109
O3 0.144 2.563 -1.496


ORCA calculation (ωB97M-V with the def2-TZVPD basis set) on C26H22BrFeN3O4S as an isolated structure.

## Properties
- HOMO energy (spin up / spin down): -7.8900 / -7.9692 eV
- Kohn-Sham gap (spin up / spin down): 8.116 / 8.139 eV
- Multiplicity: 5
- Lowest unoccupied orbital energy (spin up / spin down): 0.2 / 0.2 eV
- ⟨S²⟩: 6.01
- Calculated total energy: -155246.687 eV
- Largest force on an atom: 0.5 eV/Å

Positions of all 58 atoms, in Å:
Fe1 -0.359 0.066 1.225
C1 3.879 -2.258 -4.932
C2 3.533 -1.911 -3.506
C3 2.236 -2.088 -3.023
C4 1.907 -1.754 -1.721
C5 2.891 -1.236 -0.883
C6 4.187 -1.052 -1.341
C7 4.498 -1.391 -2.650
S1 2.476 -0.766 0.767
O1 1.509 -1.752 1.236
O2 3.711 -0.611 1.481
N1 1.595 0.539 0.653
C8 2.081 1.834 0.526
C9 3.354 2.235 0.218
C10 3.651 3.608 0.053
C11 2.695 4.570 0.187
C12 1.375 4.189 0.534
C13 0.312 5.102 0.718
C14 -0.919 4.644 1.083
C15 -1.104 3.260 1.285
N2 -0.142 2.385 1.114
C16 1.083 2.829 0.726
H1 3.182 -2.990 -5.341
H2 4.887 -2.666 -5.004
H3 3.837 -1.370 -5.566
H4 1.474 -2.494 -3.681
H5 0.898 -1.887 -1.352
H6 4.943 -0.667 -0.668
H7 5.511 -1.254 -3.010
H8 4.136 1.494 0.109
H9 4.666 3.895 -0.194
H10 2.926 5.618 0.032
H11 0.492 6.161 0.566
H12 -1.752 5.319 1.230
H13 -2.055 2.864 1.618
Br1 -7.717 1.027 2.582
C17 -6.471 0.725 1.184
C18 -6.935 0.570 -0.113
C19 -6.019 0.345 -1.133
C20 -4.663 0.272 -0.854
C21 -4.216 0.435 0.449
C22 -5.121 0.667 1.480
C23 -2.752 0.366 0.749
O3 -2.317 0.744 1.868
O4 -1.973 -0.073 -0.140
H14 -7.994 0.623 -0.321
H15 -6.373 0.227 -2.150
H16 -3.939 0.086 -1.637
H17 -4.755 0.798 2.490
C24 -0.825 -5.126 3.246
C25 -0.443 -4.328 1.994
C26 -0.889 -2.937 2.066
N3 -1.211 -1.840 2.128
H18 -0.523 -6.164 3.120
H19 -1.901 -5.097 3.417
H20 -0.326 -4.725 4.128
H21 -0.871 -4.772 1.096
H22 0.638 -4.288 1.860


ORCA calculation (ωB97M-V with the def2-TZVPD basis set) on C22H21N3O4 in the gas phase.

## Properties
- HOMO energy: -7.8382 eV
- ΔE to the lowest compared entry with this formula, charge and spin: 184.72 kJ/mol
- Kohn-Sham gap: 8.573 eV
- Lowest unoccupied orbital energy: 0.7 eV
- Calculated total energy: -35813.953 eV
- SMILES: CCOC(=O)c1c(C)[nH]c2c(=O)n(C)cc(C#C[C@@]3(O)CCc4cccnc43)c12
- Largest force on an atom: 3.2 eV/Å

Positions of all 50 atoms, in Å:
O1 -2.796 1.621 -0.579
O2 1.866 3.851 4.018
C1 0.069 -0.574 1.265
C2 -0.156 -1.453 0.485
N1 1.483 -3.842 -0.220
O3 -3.030 0.340 1.319
O4 -1.536 -3.352 0.069
C3 -2.520 1.337 0.586
C4 1.398 2.847 3.461
C5 0.414 0.586 2.057
C6 -0.381 1.826 2.036
C7 -1.611 2.232 1.344
C8 0.137 2.926 2.694
C9 1.587 0.527 2.798
C10 -1.810 3.559 1.604
C11 2.354 -4.683 -0.867
C12 0.579 -3.235 -1.005
C13 2.311 -4.950 -2.265
C14 1.339 -4.295 -3.004
C15 0.473 -3.468 -2.361
N2 -0.738 4.000 2.407
N3 2.035 1.636 3.550
C16 -2.951 4.459 1.162
C17 3.287 1.551 4.267
C18 -4.830 -1.211 1.790
C19 -3.931 -0.542 0.707
C20 -0.642 -2.675 -2.946
C21 -0.596 -2.453 -0.501
C22 -1.116 -1.767 -1.780
H1 -1.118 -3.639 0.896
H2 2.164 -0.397 2.727
H3 3.117 -5.196 -0.366
H4 3.046 -5.621 -2.712
H5 1.241 -4.446 -4.085
H6 -0.590 4.952 2.725
H7 -2.574 5.166 0.429
H8 -3.373 4.989 2.012
H9 -3.751 3.897 0.632
H10 3.031 1.679 5.331
H11 3.830 0.592 4.117
H12 3.924 2.368 3.933
H13 -5.603 -1.802 1.271
H14 -5.369 -0.458 2.372
H15 -4.281 -1.873 2.459
H16 -3.352 -1.305 0.220
H17 -4.535 -0.045 -0.038
H18 -1.458 -3.303 -3.266
H19 -0.334 -2.030 -3.798
H20 -2.205 -1.693 -1.767
H21 -0.691 -0.758 -1.930


ORCA calculation (ωB97M-V with the def2-TZVPD basis set) on a 4-piece molecular cluster, C60H54BCl2FN2O12 overall.

## Properties
- HOMO energy: -8.0323 eV
- Kohn-Sham gap: 6.871 eV
- Lowest unoccupied orbital energy: -1.2 eV
- Calculated total energy: -119085.868 eV
- SMILES: CC(C)=N[C@@]1(COCOCCO)C(=O)N[C@@H](CB(O)O)[C@]1(C[C@H](C)F)/C(Cl)=C(\C)Cl.O=C1c2ccccc2C(=O)c2ccccc21.O=C1c2ccccc2C(=O)c2ccccc21.O=C1c2ccccc2C(=O)c2ccccc21
- Largest force on an atom: 3.3 eV/Å

Positions of all 132 atoms, in Å:
C1 1.030 -3.756 6.116
C2 -0.294 -3.021 6.293
C3 -1.438 -3.961 6.588
N1 -0.428 -1.765 6.307
C4 -0.527 -0.834 5.212
C5 -2.021 -0.866 4.737
O1 -2.706 0.343 5.123
C6 -4.047 0.260 4.872
O2 -4.275 0.282 3.481
C7 -5.606 0.575 3.139
C8 -6.632 -0.467 3.557
O3 -7.933 0.043 3.306
C9 -0.373 0.675 5.611
O4 -0.374 1.139 6.758
N2 -0.184 1.390 4.417
C10 0.132 0.415 3.350
C11 0.851 0.955 2.099
B1 1.778 2.229 2.291
O5 3.040 2.273 1.727
O6 1.387 3.358 2.950
C12 0.611 -0.832 4.126
C13 1.903 -0.733 4.979
C14 2.921 0.368 4.721
C15 4.149 0.097 5.596
F1 2.460 1.609 5.111
C16 0.605 -1.999 3.150
Cl1 -0.877 -2.906 2.993
C17 1.629 -2.420 2.403
C18 3.001 -1.840 2.334
Cl2 1.459 -3.792 1.349
H1 1.118 -4.199 5.129
H2 1.073 -4.516 6.889
H3 1.830 -3.060 6.319
H4 -1.823 -3.673 7.564
H5 -2.248 -3.810 5.886
H6 -1.122 -4.993 6.649
H7 -2.166 -0.968 3.671
H8 -2.570 -1.670 5.207
H9 -4.487 -0.629 5.336
H10 -4.521 1.134 5.321
H11 -5.898 1.549 3.535
H12 -5.657 0.660 2.059
H13 -6.577 -0.694 4.613
H14 -6.473 -1.394 3.012
H15 -8.085 -0.027 2.364
H16 -0.990 1.938 4.159
H17 -0.851 0.184 2.944
H18 1.318 0.182 1.505
H19 0.069 1.344 1.445
H20 3.396 1.397 1.587
H21 2.148 3.623 3.473
H22 1.708 -0.720 6.045
H23 2.441 -1.653 4.815
H24 3.290 0.425 3.705
H25 5.024 0.611 5.223
H26 4.369 -0.966 5.614
H27 3.911 0.388 6.611
H28 3.034 -0.796 2.065
H29 3.546 -2.362 1.557
H30 3.592 -1.994 3.225
C19 -1.765 -4.093 -2.193
C20 -1.654 -3.526 -0.927
C21 -1.564 -2.152 -0.791
C22 -1.577 -1.337 -1.911
C23 -1.668 -1.906 -3.184
C24 -1.772 -3.284 -3.318
C25 -1.631 -1.053 -4.404
O7 -1.705 -1.548 -5.511
C26 -1.492 0.419 -4.229
C27 -1.404 1.232 -5.352
C28 -1.294 2.605 -5.206
C29 -1.280 3.173 -3.936
C30 -1.357 2.367 -2.814
C31 -1.453 0.990 -2.954
C32 -1.500 0.139 -1.734
O8 -1.474 0.634 -0.625
H31 -1.840 -5.166 -2.301
H32 -1.635 -4.155 -0.047
H33 -1.478 -1.707 0.191
H34 -1.855 -3.724 -4.301
H35 -1.423 0.788 -6.337
H36 -1.225 3.237 -6.081
H37 -1.204 4.247 -3.825
H38 -1.342 2.804 -1.825
C33 -1.981 11.185 -4.636
C34 -2.004 12.143 -3.628
C35 -1.376 11.896 -2.420
C36 -0.729 10.686 -2.210
C37 -0.723 9.716 -3.214
C38 -1.343 9.974 -4.430
C39 -0.074 8.392 -2.996
O9 -0.073 7.551 -3.871
C40 0.556 8.127 -1.672
C41 1.122 6.882 -1.425
C42 1.719 6.623 -0.203
C43 1.760 7.612 0.775
C44 1.196 8.852 0.537
C45 0.586 9.113 -0.683
C46 -0.044 10.444 -0.909
O10 -0.006 11.306 -0.057
H39 -2.466 11.383 -5.583
H40 -2.513 13.084 -3.788
H41 -1.387 12.640 -1.636
H42 -1.326 9.225 -5.208
H43 1.090 6.118 -2.189
H44 2.156 5.654 -0.005
H45 2.233 7.410 1.727
H46 1.224 9.621 1.296
C47 2.972 -10.962 -6.458
C48 4.189 -10.718 -5.830
C49 4.453 -9.473 -5.285
C50 3.504 -8.463 -5.374
C51 2.291 -8.702 -6.023
C52 2.026 -9.957 -6.555
C53 1.276 -7.621 -6.169
O11 0.219 -7.830 -6.727
C54 1.597 -6.274 -5.618
C55 0.690 -5.237 -5.790
C56 0.967 -3.983 -5.273
C57 2.149 -3.763 -4.573
C58 3.060 -4.791 -4.403
C59 2.792 -6.047 -4.931
C60 3.797 -7.134 -4.765
O12 4.829 -6.943 -4.156
H47 2.766 -11.938 -6.876
H48 4.932 -11.502 -5.766
H49 5.395 -9.280 -4.791
H50 1.081 -10.140 -7.046
H51 -0.229 -5.413 -6.331
H52 0.261 -3.175 -5.413
H53 2.360 -2.783 -4.164
H54 3.981 -4.623 -3.864


ORCA calculation (ωB97M-V with the def2-TZVPD basis set) on C18H20BF2FeN4O2S as an isolated structure.

## Properties
- HOMO energy (spin up / spin down): -5.6496 / -5.5591 eV
- ΔE to the lowest compared entry with this formula, charge and spin: 200.83 kJ/mol
- Kohn-Sham gap (spin up / spin down): 6.017 / 5.925 eV
- Multiplicity: 2
- Lowest unoccupied orbital energy (spin up / spin down): 0.4 / 0.4 eV
- ⟨S²⟩: 1.05
- Calculated total energy: -80382.797 eV
- Largest force on an atom: 1.6 eV/Å

Positions of all 49 atoms, in Å:
Fe1 0.074 -0.021 0.248
O1 -0.754 2.194 0.046
C1 -2.068 2.603 0.183
C2 -2.358 3.936 -0.076
C3 -3.644 4.420 0.076
C4 -4.655 3.571 0.499
C5 -4.352 2.251 0.771
C6 -3.064 1.724 0.624
C7 -2.927 0.301 0.992
N1 -1.895 -0.420 0.859
C8 -1.957 -1.790 1.364
C9 -0.999 -2.687 0.577
N2 0.270 -1.984 0.498
C10 1.221 -2.304 1.296
C11 2.317 -1.334 1.456
C12 3.653 -1.630 1.217
C13 4.632 -0.655 1.324
C14 4.251 0.626 1.721
C15 2.937 0.935 2.008
C16 1.906 -0.030 1.896
O2 0.658 0.211 2.170
H1 -1.559 4.590 -0.396
H2 -3.849 5.462 -0.131
H3 -5.666 3.934 0.625
H4 -5.134 1.585 1.115
H5 -3.848 -0.121 1.412
H6 -2.981 -2.181 1.338
H7 -1.617 -1.759 2.403
H8 -1.383 -2.849 -0.432
H9 -0.898 -3.655 1.080
H10 1.161 -3.210 1.907
H11 3.923 -2.639 0.920
H12 5.669 -0.886 1.117
H13 5.004 1.400 1.815
H14 2.660 1.928 2.342
F1 -0.253 3.195 -2.087
B1 0.025 2.420 -1.048
F2 1.296 1.999 -0.992
C17 2.665 -2.088 -2.701
N3 1.634 -1.190 -2.234
C18 0.357 -1.225 -2.602
N4 -0.039 -2.230 -3.414
S1 -0.769 -0.107 -2.004
H15 3.554 -1.934 -2.095
H16 2.925 -1.909 -3.748
H17 2.354 -3.127 -2.576
H18 1.878 -0.418 -1.628
H19 0.627 -2.725 -3.984
H20 -0.984 -2.174 -3.753


ORCA calculation (ωB97M-V with the def2-TZVPD basis set) on a 2-piece molecular cluster, CH3F2O2P overall.

## Properties
- HOMO energy (spin up / spin down): -10.6299 / -8.1116 eV
- ΔE to the lowest compared entry with this formula, charge and spin: 722.53 kJ/mol
- Kohn-Sham gap (spin up / spin down): 10.164 / 7.188 eV
- Lowest unoccupied orbital energy (spin up / spin down): -0.5 / -0.9 eV
- Calculated total energy: -19900.278 eV
- Largest force on an atom: 3.2 eV/Å

Positions of all 9 atoms, in Å:
C1 0.660 0.192 1.452
O1 0.739 -1.106 0.751
O2 0.996 -0.989 -0.582
F1 -2.022 0.500 -1.295
F2 -0.899 0.401 -3.337
P1 -1.345 -0.614 -2.212
H1 0.688 0.162 2.569
H2 -0.296 0.682 1.357
H3 1.479 0.772 1.297